Record 1
The following is a DFT calculation (the ωB97M-V functional and the def2-TZVPD basis) of a single C6H13N molecule.

Calculated values
- DFT total energy: -7920.559 eV
- HOMO energy: -8.61 eV
- HOMO-LUMO gap: 9.444 eV
- LUMO: 0.831 eV
- Energy above the lowest of the compared OMol25 structures with the same formula, charge and spin: 52.4 kcal/mol

Last column: Löwdin charge in e.
Geometry (Å):
C1 -0.181876 -2.415074 -1.443130  0.010
C2 0.410089 -1.795818 -0.387347  -0.218
C3 1.290446 -0.602535 -0.570277  -0.209
C4 0.500593 0.748576 -0.536101  -0.169
C5 -0.557449 0.718237 0.555114  -0.485
C6 -1.270444 2.056031 0.666391  -0.092
N1 -0.148519 0.344213 1.937196  0.040
H1 -1.109910 -2.967200 -1.339238  0.052
H2 0.468046 -2.547854 -2.290524  0.056
H3 0.573332 -2.455276 0.492581  0.116
H4 2.176543 -0.572333 0.057483  0.103
H5 1.555727 -0.673166 -1.636767  0.103
H6 0.012012 0.896272 -1.512295  0.116
H7 1.048546 1.687023 -0.480417  0.109
H8 -1.345604 0.006165 0.308986  0.126
H9 -2.040176 2.036933 1.434083  0.071
H10 -0.623689 2.885627 0.977103  0.075
H11 -1.697042 2.334999 -0.310813  0.081
H12 0.277185 -0.581861 1.868421  0.044
H13 0.662195 0.897040 2.209553  0.072

Atomic forces in eV per Å
C 0.5289 0.2549 1.0779
C 0.6766 -1.4116 0.0990
C 0.2644 0.4626 -1.6056
C -0.7449 -0.6974 0.0685
C -0.9580 0.8985 1.0655
C -0.1006 0.6331 -0.3516
N 1.0073 -0.4759 -0.8412
H 0.6294 -0.8608 0.1532
H -0.7988 1.1190 -1.3267
H -1.5479 1.2865 0.5455
H 0.0241 -0.1032 0.1039
H 0.7157 0.0167 0.1837
H -0.2363 -0.4572 0.2603
H 0.8843 -0.2850 0.4875
H 0.1794 -0.2316 -0.2169
H -0.2525 -0.2448 -0.1516
H 0.3077 -0.2143 -0.1645
H -0.0366 -0.0264 0.3691
H -0.3684 -0.0716 0.1986
H -0.1737 0.4086 0.0453

***

Record 2
The following is a DFT calculation (the ωB97M-V functional and the def2-TZVPD basis) of 26 unconnected molecules or ions with the total composition C11H74NO25.

Calculated values
- DFT total energy: -65269.397 eV
- HOMO energy: -11.85 eV
- HOMO-LUMO gap: 9.495 eV
- Net charge: +1
- LUMO: -2.358 eV
- Energy above the lowest of the compared OMol25 structures with the same formula, charge and spin: 102.0 kcal/mol

Last column: Löwdin charge in e.
Geometry (Å):
C1 -0.097252 -3.387369 3.097009  -0.060
C2 -0.796252 -2.144369 2.338009  -0.185
C3 0.324748 -1.578369 1.361009  -0.110
C4 -0.181252 -0.095369 0.726009  -0.066
N1 0.163748 0.081631 -0.730991  -0.150
C5 0.008748 -1.023369 -1.707991  -0.084
C6 1.290748 -0.889369 -2.621991  -0.126
C7 2.181748 0.157631 -2.158991  -0.188
C8 1.640748 0.421631 -0.773991  -0.089
C9 -0.652252 1.346631 -1.212991  -0.121
C10 -0.634252 2.566631 -0.395991  -0.194
C11 -1.554252 3.662631 -1.020991  -0.052
H1 -0.904252 -3.941369 3.844009  0.115
H2 0.617748 -3.077369 3.854009  0.034
H3 0.364748 -3.989369 2.346009  0.042
H4 -0.938252 -1.338369 3.119009  0.135
H5 -1.590252 -2.202369 1.870009  -0.033
H6 0.568748 -2.268369 0.500009  0.108
H7 1.140748 -1.150369 1.916009  0.065
H8 -0.010252 0.718631 1.423009  0.104
H9 -1.345252 -0.340369 0.959009  0.161
H10 -0.964252 -0.735369 -2.203991  0.113
H11 -0.059252 -2.127369 -1.662991  0.121
H12 1.098748 -0.767369 -3.720991  0.141
H13 1.894748 -1.920369 -2.416991  0.157
H14 2.168748 0.985631 -2.754991  0.083
H15 3.194748 -0.195369 -2.051991  0.092
H16 1.872748 1.373631 -0.553991  0.084
H17 2.206748 -0.242369 -0.289991  0.084
H18 -1.764252 1.206631 -1.477991  0.146
H19 -0.267252 1.428631 -2.271991  0.148
H20 0.234748 3.325631 -0.553991  0.148
H21 -0.888252 2.175631 0.588009  0.089
H22 -1.208252 3.790631 -1.985991  0.073
H23 -1.564252 4.524631 -0.667991  -0.033
H24 -2.514252 3.269631 -1.356991  0.082
O1 3.635748 -4.039369 1.661009  -0.084
H25 4.348748 -4.407369 2.116009  -0.017
H26 3.180748 -3.783369 2.537009  0.023
O2 -2.858252 -1.867369 -3.774991  -0.133
H27 -2.810252 -2.470369 -2.836991  0.126
H28 -2.753252 -2.687369 -4.304991  0.064
O3 3.103748 -3.920369 4.301009  -0.009
H29 2.759748 -3.665369 5.113009  0.029
H30 3.391748 -4.788369 4.557009  0.068
O4 -2.545252 1.437631 3.095009  -0.183
H31 -3.204252 0.710631 2.660009  0.064
H32 -3.226252 2.236631 3.093009  0.115
O5 3.429748 0.773631 1.834009  -0.037
H33 3.535748 -0.167369 1.909009  0.044
H34 4.159748 1.333631 2.152009  0.086
O6 1.225748 3.026631 2.692009  -0.041
H35 2.117748 2.646631 2.448009  0.043
H36 1.136748 3.559631 1.930009  -0.005
O7 -1.922252 0.653631 -4.396991  -0.137
H37 -2.379252 -0.220369 -4.064991  0.020
H38 -2.653252 1.248631 -4.730991  0.060
O8 3.414748 -1.884369 -5.532991  -0.014
H39 4.086748 -2.067369 -6.083991  -0.005
H40 3.724748 -1.269369 -4.834991  0.027
O9 -3.983252 1.282631 -0.044991  -0.104
H41 -4.610252 0.429631 0.061009  0.105
H42 -4.481252 1.710631 -0.759991  0.037
O10 -3.152252 -3.383369 -0.882991  -0.075
H43 -3.957252 -4.141369 -1.196991  0.210
H44 -3.008252 -3.350369 -0.030991  -0.114
O11 3.797748 3.092631 -1.353991  -0.001
H45 4.363748 2.856631 -0.694991  -0.019
H46 4.033748 2.791631 -2.231991  -0.019
O12 -3.670252 5.431631 0.834009  -0.073
H47 -2.765252 5.736631 0.875009  0.017
H48 -4.197252 6.236631 1.163009  0.100
O13 4.870748 -2.040369 -1.093991  -0.051
H49 5.711748 -2.576369 -1.066991  0.097
H50 4.345748 -2.823369 -1.137991  0.023
O14 0.214748 6.633631 -0.776991  -0.018
H51 1.131748 6.359631 -1.045991  0.080
H52 -0.110252 6.298631 -0.014991  -0.047
O15 1.558748 -0.406369 -6.820991  -0.177
H53 1.768748 -0.594369 -7.868991  0.118
H54 2.260748 -0.972369 -6.395991  -0.042
O16 -3.932252 -0.839369 2.462009  -0.057
H55 -3.738252 -1.776369 2.335009  -0.012
H56 -4.790252 -0.736369 2.031009  0.058
O17 4.246748 2.078631 -3.829991  -0.066
H57 4.004748 1.825631 -4.782991  0.135
H58 5.026748 2.608631 -3.967991  0.067
O18 -4.180252 -3.358369 2.059009  0.028
H59 -4.020252 -3.883369 2.717009  -0.079
H60 -4.976252 -3.643369 1.568009  0.110
O19 0.644748 -5.124369 -1.762991  -0.078
H61 1.100748 -4.410369 -1.267991  0.018
H62 0.019748 -5.357369 -1.027991  0.055
O20 -3.554252 -4.413369 4.532009  0.004
H63 -3.545252 -5.174369 4.970009  -0.025
H64 -3.362252 -3.622369 5.104009  0.108
O21 -4.751252 5.311631 -2.133991  -0.081
H65 -4.523252 5.125631 -1.230991  -0.033
H66 -5.534252 5.922631 -2.032991  0.067
O22 1.995748 0.123631 4.368009  0.035
H67 2.222748 -0.681369 4.241009  -0.101
H68 2.302748 0.315631 3.459009  0.008
O23 -1.792252 4.132631 3.483009  -0.078
H69 -1.578252 3.253631 3.121009  -0.003
H70 -1.307252 4.320631 4.305009  0.053
O24 -2.136252 0.697631 5.785009  -0.193
H71 -2.419252 1.618631 6.318009  0.129
H72 -2.201252 0.809631 4.788009  -0.017
O25 4.984748 -0.689369 -3.668991  -0.038
H73 4.781748 -1.264369 -2.999991  -0.049
H74 4.948748 0.246631 -3.334991  0.054

Atomic forces in eV per Å
C -3.9474 0.4746 1.6166
C 10.7151 1.7591 5.7687
C -1.3980 2.4833 -1.0560
C -3.7236 -5.1790 1.6764
N -0.0025 1.8422 2.8090
C -1.2005 0.5496 -3.6800
C -0.0295 -4.2622 -1.4922
C -0.2252 -0.2100 1.7860
C -1.3589 -0.2584 -3.0908
C -0.3825 -0.9402 -4.2742
C 1.1046 3.0376 -0.1738
C -1.4057 -9.3377 -3.0679
H 1.8443 0.8971 -2.4604
H 0.3044 0.5162 -0.4803
H 0.1923 -0.9715 -0.0862
H 0.0191 -0.7264 -0.7608
H -7.8287 -1.6556 -4.4718
H 0.0634 0.6727 1.2182
H 0.9505 -1.1539 0.3726
H 0.8825 0.2084 -0.5619
H 2.1587 1.3938 -1.7226
H 1.2101 -0.4655 -0.0226
H -0.2396 0.7147 2.1056
H -0.2107 -0.6331 1.0228
H -1.5365 2.0445 -0.9897
H -0.0338 2.3058 -1.5756
H 0.2459 0.1376 -0.0451
H 0.1785 3.3356 1.6291
H 1.2690 -2.5324 3.2080
H 1.5089 -1.1728 1.0819
H -0.0923 0.4726 1.0158
H 0.0646 -2.4406 1.3279
H 0.0321 1.3410 0.4630
H 1.5217 0.4886 -2.1934
H -0.2886 7.2976 3.9454
H -0.7271 0.1698 1.0473
O -2.6602 1.5098 1.2405
H 2.5591 -1.2975 0.3653
H 0.1119 -0.1248 -2.0684
O 0.2223 -4.3588 3.8893
H -0.3165 3.0515 -2.9120
H -0.0056 1.1044 -0.6180
O 0.7584 -0.5525 -1.4511
H -1.2965 1.5534 2.2960
H 0.5145 -1.0213 -0.3973
O -4.4228 0.3852 -1.7542
H 2.4145 1.6421 1.3611
H 2.2231 -2.1177 0.2462
O -0.7359 1.5353 -0.2972
H 1.0656 -0.4179 0.1663
H -0.0582 -1.2253 0.0306
O 2.0684 -1.5276 0.2794
H -1.3544 0.0840 0.9271
H -0.8469 1.3477 -1.2906
O -2.1242 -0.9316 0.5875
H 1.0605 2.2725 -1.1718
H 1.1988 -1.1791 0.5952
O -4.0380 1.0419 3.3011
H 3.9190 -0.9193 -2.8128
H 0.4675 -0.4088 -0.4769
O -2.6711 -3.0748 -0.0307
H 2.4057 2.7573 -0.1896
H 0.3235 0.3369 0.1303
O -4.4114 -3.1524 -9.5863
H 3.8715 3.4971 2.1547
H 0.5406 -0.3227 7.2687
O -3.2429 1.5996 -1.9915
H 2.7028 -1.2065 2.2904
H 0.2098 -0.3710 0.1070
O -1.7142 1.7817 0.5541
H 0.3509 0.0377 0.1155
H 1.1799 -1.8609 -0.6822
O 2.0240 -0.9002 -0.1175
H -0.4086 1.5486 0.0514
H -1.7458 -0.7068 0.1116
O 2.3941 1.8179 -4.8578
H -1.6209 0.1064 1.1275
H -0.7000 -1.9292 3.7865
O 1.4783 -1.0702 -3.8821
H -0.9756 0.8356 4.0508
H -0.7604 0.4080 -0.2864
O -0.3152 0.9436 -0.3101
H -0.0988 -0.2908 0.0421
H 0.0763 0.0090 0.2897
O -0.4751 -0.8749 -2.3480
H 0.1487 0.4386 2.0208
H 0.6458 0.4724 -0.0969
O -1.9343 4.3562 -7.2734
H 1.3176 -5.2193 6.4772
H 0.6917 0.1362 0.6946
O -0.6272 0.7501 2.0979
H 0.1935 -0.4482 -0.8100
H 0.4460 -0.2656 -1.2353
O 0.1744 6.3179 -2.7469
H 0.1583 -4.6653 3.3032
H -0.3354 -1.6133 -0.5507
O -1.6559 1.1022 -0.4827
H 0.4745 -0.1383 0.9479
H 1.2834 -0.9880 -0.3562
O -1.6351 7.8477 -0.6040
H 2.0236 -9.6464 0.4100
H -0.4707 1.8418 0.3124
O -0.1408 0.3262 -0.1333
H 0.4051 0.4233 0.7608
H -0.0569 -0.6692 -0.6733
O -0.9833 3.0452 1.4004
H 1.1468 -3.7786 -2.8658
H -0.2055 0.7524 1.6079
O 0.7821 3.5495 -2.7415
H -0.5349 -2.1503 3.1631
H -0.0870 -1.3446 -0.3484

***

Record 3
The following is a DFT calculation (the ωB97M-V functional and the def2-TZVPD basis) of a single C6H10O molecule.

Calculated values
- DFT total energy: -8429.667 eV
- HOMO energy: -9.92 eV
- HOMO-LUMO gap: 10.930 eV
- LUMO: 1.008 eV
- Energy above the lowest of the compared OMol25 structures with the same formula, charge and spin: 36.3 kcal/mol

Last column: Löwdin charge in e.
Geometry (Å):
C1 1.147166 -0.218275 1.622912  -0.087
C2 0.221978 -1.109776 0.826398  -0.279
C3 -1.237828 -0.805062 0.643562  -0.108
C4 -0.325734 -0.588137 -0.512565  -0.270
C5 -0.163304 0.887518 -0.774959  -0.145
C6 -0.039064 1.210033 -2.257915  -0.242
O1 -0.229487 0.431076 -3.163795  0.047
H1 1.327908 -0.625188 2.622347  0.076
H2 0.724422 0.781493 1.752904  0.071
H3 2.116916 -0.120032 1.119071  0.083
H4 0.495363 -2.168399 0.927962  0.133
H5 -1.879376 -1.687473 0.595283  0.106
H6 -1.623713 0.243260 0.914029  0.117
H7 -0.458401 -1.190607 -1.408976  0.133
H8 0.686695 1.357447 -0.268054  0.099
H9 -1.063711 1.365393 -0.148956  0.149
H10 0.300169 2.236728 -2.489248  0.115

Atomic forces in eV per Å
C 0.0041 0.0810 0.0826
C 0.1303 0.2407 -0.3442
C -0.6330 0.6432 0.2879
C 0.2804 -0.2884 0.1841
C -1.1423 0.6254 0.7593
C -0.3595 0.0464 -0.0008
O 0.0752 0.3185 0.6757
H -0.0565 0.0108 -0.1179
H 0.1053 -0.0990 0.0485
H -0.1168 0.0091 0.1243
H -0.3417 0.4009 -0.3745
H -0.2071 0.6148 0.2779
H 0.0468 -2.3438 0.5851
H 0.3630 -0.0769 0.3259
H 0.2104 -0.1932 -0.2794
H 1.7113 -0.0487 -2.2640
H -0.0701 0.0591 0.0296

***

Look up the energy above the lowest of the compared OMol25 structures with the same formula, charge and spin of the third one. 36.3 kcal/mol

***

HOMO energy of number 3 (C6H10O)? -9.92 eV